(1)
This record from OMol25 describes a molecular structure, C18H19BF4KN3O3S. The level of theory is ωB97M-V/def2-TZVPD.

For the calculated total energy, the calculation gives -2509.9375 Eh. The calculation puts the lowest unoccupied orbital energy at -1.188 eV. The charge is 0. The molecular weight comes out at 483.34 g/mol. The HOMO energy is -9.285 eV.

Last column: Löwdin charge in e.
Element x y z (Å)
O  -0.49  2.89  1.66  -0.387
S  -1.12  3.32  0.42  0.930
O  0.09  3.86  -0.48  -0.250
O  -1.59  1.94  -0.36  -0.251
C  -0.57  1.00  -0.55  -0.322
C  0.24  1.08  -1.67  -0.010
C  1.24  0.13  -1.80  -0.066
C  1.41  -0.84  -0.84  -0.167
C  0.56  -0.94  0.29  -0.162
C  -0.43  0.02  0.41  -0.009
H  0.87  3.29  -0.35  0.069
H  0.09  1.86  -2.40  0.130
H  1.89  0.17  -2.67  0.107
H  2.21  -1.56  -0.95  0.103
H  0.65  -1.70  1.07  0.119
H  -1.12  0.02  1.25  0.100
K  2.63  0.04  1.52  0.969
N  -2.38  -1.82  2.51  0.066
C  -3.05  -0.83  3.08  -0.154
C  -4.16  -1.01  3.90  -0.071
C  -4.59  -2.30  4.13  -0.078
C  -3.91  -3.35  3.55  -0.062
C  -2.81  -3.06  2.75  -0.139
H  -2.68  0.18  2.88  0.094
H  -4.66  -0.16  4.34  0.100
H  -5.45  -2.49  4.76  0.104
H  -4.21  -4.38  3.70  0.102
H  -2.24  -3.85  2.28  0.106
N  4.80  -0.97  -4.02  0.049
C  3.75  -1.79  -4.10  -0.170
C  3.26  -2.30  -5.29  -0.068
C  3.88  -1.93  -6.48  -0.075
C  4.96  -1.07  -6.41  -0.070
C  5.38  -0.62  -5.17  -0.156
H  3.29  -2.06  -3.16  0.088
H  2.41  -2.97  -5.29  0.104
H  3.53  -2.30  -7.43  0.108
H  5.48  -0.75  -7.31  0.103
H  6.23  0.05  -5.08  0.103
C  -2.77  6.37  0.60  -0.096
C  -3.81  7.19  1.19  -0.279
N  -4.63  7.84  1.66  0.131
H  -2.00  6.12  1.34  0.072
H  -3.18  5.44  0.21  0.058
H  -2.28  6.89  -0.22  0.087
B  1.05  -2.89  4.51  -1.253
F  1.96  -2.01  3.82  0.005
F  1.79  -3.70  5.37  0.111
F  0.14  -2.11  5.21  0.098
F  0.39  -3.66  3.54  0.078


(2)
This record from OMol25 describes 3 unconnected molecules or ions with the total composition C3H14N2O2. The level of theory is ωB97M-V/def2-TZVPD.

For the calculated total energy, the calculation gives -382.6570 Eh. The calculation puts the lowest unoccupied orbital energy at 0.635 eV. The charge is 0. The energy relative to the best compared isomer or geometry (same formula, charge and spin) comes out at 112.2 kJ/mol. The structure (SMILES) is C[C@H](N)CN.O.O. The molecular weight comes out at 110.16 g/mol. The HOMO energy is -8.732 eV.

Last column: Löwdin charge in e.
Element x y z (Å)
C  0.30  1.07  -1.89  -0.064
C  -0.40  0.44  -0.64  -0.419
N  0.21  -0.87  -0.35  0.021
C  -1.89  0.29  -0.91  -0.247
N  -2.79  0.65  0.22  -0.009
H  -0.34  1.53  -2.62  0.050
H  1.05  1.78  -1.53  0.070
H  0.89  0.35  -2.49  0.071
H  -0.08  1.05  0.18  0.111
H  -0.41  -1.59  -0.70  0.053
H  1.14  -0.97  -0.73  0.045
H  -2.13  -0.71  -1.24  0.106
H  -2.22  0.98  -1.68  0.099
H  -2.52  1.58  0.50  0.055
H  -2.67  0.02  1.00  0.059
O  2.61  -2.50  0.42  -0.068
H  2.33  -2.00  1.20  0.033
H  2.66  -3.42  0.68  0.033
O  1.32  0.82  3.15  -0.060
H  1.91  1.38  3.67  0.031
H  1.03  0.11  3.73  0.030


(3)
This record from OMol25 describes a molecular structure, C14H29BaN2O12S3. The level of theory is ωB97M-V/def2-TZVPD.

For the calculated total energy, the calculation gives -2782.6557 Eh. The calculation puts the lowest unoccupied orbital energy at -7.186 eV. The charge is +1. The molecular weight comes out at 650.92 g/mol. The HOMO energy is -9.750 eV.

Last column: Löwdin charge in e.
Element x y z (Å)
Ba  -5.37  -2.63  4.86  1.793
N  -1.57  -1.36  0.83  -0.716
O  -2.69  -1.34  1.30  -0.089
O  -1.41  -1.45  -0.34  0.031
O  -0.58  -1.43  1.55  -0.026
O  3.23  2.00  -7.40  -0.294
S  2.29  1.28  -6.54  0.656
O  1.86  0.00  -7.07  -0.289
O  2.92  1.17  -5.04  -0.270
C  2.24  0.26  -4.19  -0.296
C  3.17  0.16  -2.97  -0.063
C  0.84  2.34  -6.06  -0.104
H  2.02  -0.69  -4.67  0.117
H  1.29  0.63  -3.79  0.111
H  2.64  -0.40  -2.19  0.074
H  3.37  1.17  -2.60  0.082
H  4.05  -0.47  -3.09  0.078
H  1.02  3.18  -5.38  0.075
H  0.05  1.72  -5.63  0.060
H  0.51  2.72  -7.02  0.063
O  -3.02  5.48  -1.02  -0.293
S  -2.55  4.58  -2.06  0.644
O  -2.50  4.92  -3.45  -0.275
O  -1.06  3.96  -1.67  -0.296
C  -0.83  3.85  -0.27  -0.242
C  -0.17  5.25  0.23  -0.038
C  -3.46  2.97  -1.89  -0.096
H  -0.11  3.04  -0.24  0.118
H  -1.75  3.52  0.21  0.095
H  -0.84  6.11  0.14  0.057
H  0.63  5.48  -0.48  0.070
H  0.22  5.17  1.24  0.065
H  -2.84  2.18  -2.31  0.074
H  -4.44  3.22  -2.30  0.065
H  -3.58  2.80  -0.82  0.050
O  -1.94  0.57  6.67  -0.364
S  -0.73  1.39  6.92  0.670
O  -0.30  2.41  6.01  -0.258
O  -0.82  2.09  8.41  -0.273
C  -1.12  1.19  9.48  -0.264
C  0.12  1.07  10.41  -0.048
C  0.74  0.25  7.21  -0.080
H  -1.39  0.27  8.96  0.083
H  -2.01  1.63  9.92  0.124
H  0.05  0.14  10.97  0.076
H  0.30  1.89  11.11  0.086
H  1.03  0.82  9.86  0.059
H  0.94  -0.20  6.24  0.073
H  0.43  -0.50  7.95  0.053
H  1.51  0.88  7.65  0.071
N  -0.41  -6.60  -4.16  0.049
C  0.82  -6.25  -3.71  -0.146
C  1.96  -7.10  -3.67  -0.046
C  1.77  -8.29  -4.39  -0.095
C  0.56  -8.66  -4.96  -0.098
C  -0.49  -7.79  -4.84  -0.147
H  0.88  -5.30  -3.20  0.091
H  2.94  -6.72  -3.42  0.095
H  2.63  -8.93  -4.51  0.098
H  0.41  -9.59  -5.47  0.102
H  -1.43  -8.05  -5.30  0.097


(4)
This record from OMol25 describes a single C9H13NO3 molecule. The level of theory is ωB97M-V/def2-TZVPD.

For the calculated total energy, the calculation gives -631.1950 Eh. The calculation puts the lowest unoccupied orbital energy at 0.682 eV. The charge is 0. The energy relative to the best compared isomer or geometry (same formula, charge and spin) comes out at 103.6 kJ/mol. The structure (SMILES) is Cc1ccc([C@H](CN)CC(=O)O)o1. The molecular weight comes out at 183.21 g/mol. The HOMO energy is -8.196 eV.

Last column: Löwdin charge in e.
Element x y z (Å)
C  1.05  3.49  1.49  -0.039
C  1.08  2.11  1.06  -0.372
C  2.09  1.21  0.80  -0.009
C  1.42  0.04  0.31  -0.012
C  0.04  0.27  0.37  -0.245
C  -1.13  -0.65  0.25  -0.233
C  -0.68  -2.10  0.69  -0.234
N  0.34  -2.57  -0.18  -0.006
C  -1.82  -0.59  -1.08  -0.072
C  -1.05  -1.08  -2.29  -0.499
O  -1.07  -2.21  -2.65  0.099
O  -0.24  -0.19  -2.98  0.100
O  -0.13  1.56  0.77  0.065
H  0.45  4.03  0.77  0.077
H  2.09  3.95  1.62  0.109
H  0.51  3.60  2.51  0.115
H  3.16  1.47  0.84  0.118
H  1.89  -0.87  -0.02  0.090
H  -1.85  -0.35  0.99  0.140
H  -0.34  -2.02  1.74  0.136
H  -1.58  -2.69  0.58  0.103
H  -0.02  -2.77  -1.14  0.072
H  0.75  -3.44  0.24  0.113
H  -2.73  -1.20  -1.00  0.142
H  -2.11  0.43  -1.38  0.135
H  -0.15  0.55  -2.34  0.104


(5)
This record from OMol25 describes a molecular structure, C24H22CdFN4O7. The level of theory is ωB97M-V/def2-TZVPD.

For the calculated total energy, the calculation gives -1940.9248 Eh. The calculation puts the lowest unoccupied orbital energy at -3.342 eV. The charge is +1. The energy relative to the best compared isomer or geometry (same formula, charge and spin) comes out at 15.3 kJ/mol. The molecular weight comes out at 609.87 g/mol. The HOMO energy is -10.590 eV.

Last column: Löwdin charge in e.
Element x y z (Å)
Cd  0.01  0.34  0.51  1.458
O  2.29  -0.24  -3.43  0.142
C  1.75  -0.08  -2.22  -0.465
O  0.75  0.56  -2.02  0.069
C  2.53  -0.78  -1.15  -0.186
C  3.69  -1.48  -1.35  0.022
C  4.29  -2.08  -0.25  -0.013
C  3.71  -1.94  1.00  0.032
C  2.54  -1.21  1.12  -0.160
N  1.98  -0.65  0.06  0.069
C  1.82  -1.05  2.48  -0.640
O  2.35  -1.60  3.43  0.054
O  0.76  -0.33  2.46  -0.148
H  1.74  0.25  -4.06  0.144
H  4.11  -1.57  -2.35  0.123
H  5.21  -2.64  -0.37  0.118
H  4.14  -2.39  1.89  0.126
F  -3.23  -5.92  0.44  0.067
C  -3.78  -4.69  0.47  -0.189
C  -2.98  -3.60  0.29  0.093
C  -3.54  -2.32  0.25  -0.043
C  -2.66  -1.16  0.06  -0.301
O  -1.43  -1.36  -0.03  -0.072
C  -3.31  0.11  -0.04  -0.030
C  -4.66  0.16  0.10  0.050
N  -5.47  -0.90  0.36  0.009
C  -6.89  -0.69  0.54  -0.261
C  -7.49  -0.97  1.88  -0.095
C  -7.33  0.44  1.41  -0.075
C  -4.92  -2.17  0.41  -0.111
C  -5.72  -3.30  0.60  0.071
C  -5.17  -4.57  0.65  -0.153
N  -6.04  -5.68  0.86  -0.095
C  -5.55  -6.83  1.60  -0.152
C  -6.74  -7.60  2.15  -0.079
N  -7.60  -8.03  0.99  0.060
C  -8.05  -6.85  0.17  -0.083
C  -6.83  -6.08  -0.29  -0.141
C  -2.64  1.45  -0.31  -0.631
O  -3.24  2.22  -1.04  0.067
O  -1.57  1.72  0.35  -0.165
H  -1.91  -3.72  0.16  0.142
H  -5.17  1.10  -0.01  0.153
H  -7.48  -0.90  -0.35  0.155
H  -6.82  -1.31  2.66  0.116
H  -8.48  -1.40  1.90  0.105
H  -6.56  1.03  1.89  0.115
H  -8.20  0.99  1.10  0.113
H  -6.79  -3.20  0.76  0.119
H  -4.94  -6.50  2.44  0.151
H  -4.93  -7.50  0.99  0.131
H  -7.36  -6.97  2.78  0.142
H  -6.44  -8.50  2.68  0.141
H  -8.40  -8.57  1.31  0.184
H  -7.05  -8.65  0.39  0.183
H  -8.67  -6.24  0.83  0.141
H  -8.65  -7.22  -0.66  0.140
H  -7.17  -5.20  -0.84  0.140
H  -6.25  -6.70  -1.00  0.144


(6)
This record from OMol25 describes 2 unconnected molecules or ions with the total composition C7H12. The level of theory is ωB97M-V/def2-TZVPD.

For the calculated total energy, the calculation gives -273.6387 Eh. The calculation puts the lowest unoccupied orbital energy at -0.712 eV. The charge is 0. The energy relative to the best compared isomer or geometry (same formula, charge and spin) comes out at 708.5 kJ/mol. The molecular weight comes out at 96.17 g/mol. The HOMO energy is -7.941 eV.

Last column: Löwdin charge in e.
Element x y z (Å)
C  2.06  -0.38  -0.60  -0.123
C  1.26  -0.53  0.69  -0.233
C  -0.25  -0.67  0.56  -0.289
C  -0.97  0.51  0.45  -0.191
C  -0.68  1.73  -0.22  -0.148
C  -1.43  2.84  -0.12  -0.031
C  -0.84  -2.01  0.11  -0.058
H  1.79  0.50  -1.20  0.047
H  1.85  -1.25  -1.23  0.070
H  3.11  -0.28  -0.45  0.061
H  1.60  -1.26  1.43  0.114
H  1.46  0.39  1.21  0.094
H  -1.93  0.61  0.94  0.105
H  -0.38  0.30  -1.48  0.268
H  -1.28  3.80  -0.58  0.040
H  -2.38  2.73  0.39  0.046
H  -0.28  -2.86  0.57  0.082
H  -0.84  -2.08  -0.98  0.070
H  -1.85  -2.08  0.52  0.078